Molecular formula: C4H6N2
Method: DFT, ωB97M-V with the def2-TZVPD basis set

Geometry as ORCA input:
```
! wB97M-V def2-TZVPD RIJCOSX def2/J DEFGRID3
* xyz 0 1
N -1.60 -1.43 -1.45
C -1.74 -0.64 -0.61
C -1.06 1.31 0.67
C -1.93 0.33 0.44
C 1.88 -0.85 -0.58
N 1.88 0.20 0.13
H -0.13 1.40 0.12
H -1.25 2.02 1.47
H -2.83 0.21 1.03
H 0.99 -1.08 -1.17
H 2.71 -1.56 -0.65
H 2.76 0.29 0.64
*
```

Output
* energy relative to the best compared isomer or geometry (same formula, charge and spin): 2.063 eV
* Kohn-Sham gap: 10.8600 eV
* SMILES string: C=CC#N.C=N
* calculated total energy: -265.45976 Eh